# C4H9ClN2

2 unconnected molecules or ions with the total composition C4H9ClN2 (ωB97M-V/def2-TZVPD, OMol25).

Geometry as XYZ:
```
16
Properties=species:S:1:pos:R:3
C 0.014 -0.077 0.382
C -1.231 2.045 1.378
C -0.590 1.228 0.230
C 0.375 -2.224 -0.580
N -0.097 -0.927 -0.575
N 1.955 -1.598 -1.888
Cl 1.296 -2.890 0.724
H 0.474 -0.274 1.363
H -1.987 1.432 1.804
H -0.398 2.499 1.973
H -1.806 2.796 0.749
H -1.389 1.057 -0.612
H 0.040 1.959 -0.214
H -0.229 -2.990 -1.154
H 1.211 -1.070 -2.374
H 2.362 -0.967 -1.205
```

For the gap between HOMO and LUMO (alpha / beta), the calculation gives 8.592 / 8.589 eV. As for the HOMO energy (alpha / beta): -8.8 / -8.8 eV. The calculation puts the energy above the lowest of the compared OMol25 structures with the same formula, charge and spin at 68.95 kcal/mol. The calculation puts the max |F| at 4.23 eV/A.